{"formula": "C36H64FN6O7", "method": "ωB97M-V/def2-TZVPD", "max_force_ev_per_a": 2.4, "energy_ha": -2364.86582, "relative_energy_kcal_mol": 0.0, "lumo_energy_ha": -0.1127, "total_charge": 1, "elements": ["C", "C", "C", "N", "C", "N", "C", "C", "C", "N", "C", "C", "C", "C", "C", "C", "C", "O", "C", "O", "N", "C", "O", "F", "N", "C", "N", "C", "C", "C", "C", "C", "C", "C", "H", "H", "H", "H", "H", "H", "H", "H", "H", "H", "H", "H", "H", "H", "H", "H", "H", "H", "H", "H", "H", "H", "H", "H", "H", "H", "H", "H", "H", "H", "H", "H", "C", "C", "C", "O", "H", "H", "H", "H", "H", "H", "H", "H", "C", "C", "C", "O", "H", "H", "H", "H", "H", "H", "H", "H", "C", "C", "C", "O", "H", "H", "H", "H", "H", "H", "H", "H", "C", "C", "C", "O", "H", "H", "H", "H", "H", "H", "H", "H"], "positions_angstrom": [[0.27089, 5.76806, 2.20403], [1.01265, 4.66908, 1.87394], [0.50749, 3.63774, 0.90103], [1.23216, 3.67686, -0.41857], [0.55614, 3.07981, -1.47184], [0.86585, 1.77433, -1.82730], [2.10985, 1.25142, -1.16025], [2.51748, -0.10364, -1.76080], [2.09722, -1.29497, -0.88340], [2.84173, -2.49884, -1.20445], [2.02420, -3.55951, -1.78795], [0.90068, -4.08208, -0.91724], [-0.15583, -4.72155, -1.57177], [-1.25074, -5.22659, -0.89278], [-1.33542, -5.08222, 0.48792], [-0.28702, -4.46934, 1.15064], [0.82011, -3.97729, 0.47320], [1.81079, -3.37613, 1.22247], [-0.22129, 0.81822, -1.61502], [-0.66978, 0.18023, -2.51225], [-0.64108, 0.61436, -0.29390], [-2.02702, 0.28571, -0.16107], [-2.93538, 0.75656, -0.74562], [-2.19651, -0.62274, 0.78776], [-0.32017, 3.74712, -2.17761], [-0.67950, 5.17196, -1.87794], [-2.04998, 5.44458, -2.15442], [-2.89322, 5.53786, -0.96042], [-0.96281, 3.15327, -3.33606], [-0.23962, 3.12417, -4.51742], [-0.81865, 2.59346, -5.66003], [-2.11451, 2.09592, -5.59895], [-2.83121, 2.12868, -4.41084], [-2.25074, 2.66008, -3.26935], [-0.01299, 6.48971, 1.43960], [-0.06607, 5.91656, 3.22671], [2.01983, 4.49785, 2.24502], [0.71359, 2.68098, 1.38170], [-0.56564, 3.79380, 0.77075], [1.49641, 4.62333, -0.65406], [1.98853, 1.12170, -0.08495], [2.90150, 1.96053, -1.36971], [3.60652, -0.10742, -1.82888], [2.10348, -0.20900, -2.76470], [2.31701, -1.02353, 0.15372], [1.02133, -1.44112, -0.97569], [3.58349, -2.28522, -1.85891], [2.67121, -4.38033, -2.10237], [1.56003, -3.19239, -2.71615], [-0.11241, -4.83553, -2.64814], [-2.04132, -5.72421, -1.43715], [-2.19308, -5.45983, 1.02469], [-0.34403, -4.37657, 2.22696], [2.39200, -4.05230, 1.58790], [-0.45486, 1.39416, 0.32898], [-0.06112, 5.77512, -2.54516], [-0.41219, 5.43406, -0.85403], [-2.12609, 6.27357, -2.72208], [-2.61665, 6.40117, -0.34891], [-3.93094, 5.65535, -1.26099], [-2.82113, 4.62129, -0.37765], [0.77122, 3.50667, -4.57576], [-0.27698, 2.58352, -6.59360], [-2.57624, 1.70316, -6.49364], [-3.83968, 1.74578, -4.37187], [-2.82182, 2.70122, -2.35421], [2.80599, -9.34268, 1.61251], [1.78950, -8.22280, 1.76605], [0.59998, -8.41523, 0.83824], [2.41160, -6.95784, 1.50220], [3.19533, -9.36632, 0.59085], [3.65273, -9.18563, 2.28097], [2.36223, -10.31356, 1.83500], [1.44540, -8.18232, 2.80006], [0.92446, -8.40645, -0.20633], [-0.10679, -7.59534, 0.96632], [0.08553, -9.35747, 1.03097], [2.72125, -6.97609, 0.59009], [8.40126, -1.15984, -0.74333], [6.88826, -1.24173, -0.62470], [6.42310, -2.64329, -0.26738], [6.27592, -0.82736, -1.85441], [8.75796, -1.82467, -1.53453], [8.71184, -0.14766, -1.00345], [8.88685, -1.44382, 0.19060], [6.54381, -0.53949, 0.13605], [6.71420, -3.35790, -1.04283], [5.33435, -2.66140, -0.19364], [6.84342, -2.97759, 0.68179], [6.57013, -1.43432, -2.54229], [-3.83163, 6.70350, 5.69219], [-2.32754, 6.91324, 5.75624], [-1.97157, 8.13942, 6.58024], [-1.79366, 7.04192, 4.43146], [-4.31651, 7.56151, 5.21862], [-4.07141, 5.82254, 5.09579], [-4.25575, 6.57463, 6.68793], [-1.85302, 6.03145, 6.18829], [-2.40287, 9.03865, 6.13209], [-0.89089, 8.27802, 6.61430], [-2.34312, 8.05103, 7.60113], [-2.19852, 7.81745, 4.02843], [-7.08919, -2.04574, 0.47479], [-5.97826, -2.95109, -0.03484], [-4.78386, -2.94799, 0.90611], [-5.57007, -2.53733, -1.33914], [-6.73555, -1.01281, 0.54463], [-7.93517, -2.05572, -0.21240], [-7.43727, -2.35894, 1.45998], [-6.35784, -3.96765, -0.14326], [-4.36765, -1.94069, 0.98336], [-3.99528, -3.59618, 0.52487], [-5.06128, -3.28624, 1.90591], [-5.23010, -1.63884, -1.26673]], "forces_ev_per_a": [[0.440, -0.752, 0.069], [-0.063, 0.310, -0.371], [1.050, 1.126, -1.026], [-0.023, 0.094, -0.592], [0.195, -0.062, -0.320], [-0.239, 0.085, 2.340], [0.387, -0.638, -0.826], [-0.170, -0.076, 0.279], [0.531, 0.583, -0.031], [-0.154, -0.418, -0.283], [-0.041, 0.354, -0.160], [-0.097, 0.010, 0.054], [-0.053, -0.049, 0.115], [-0.088, -0.007, 0.050], [0.335, 0.040, -0.433], [-0.523, -0.084, 0.233], [0.081, -0.269, -0.029], [0.050, 0.157, 0.051], [-0.394, -0.472, -1.225], [0.122, -0.132, 0.013], [-0.333, 0.989, -0.088], [-0.256, -0.492, 0.122], [0.075, -0.005, -0.067], [0.261, 0.178, -0.048], [-0.440, -0.277, 0.329], [-0.120, 0.600, -0.506], [0.117, -0.045, 0.400], [-0.001, 0.211, -0.361], [0.349, 0.045, -0.412], [0.079, -0.014, -0.292], [-0.275, -0.018, 0.234], [-0.026, 0.055, -0.078], [0.277, 0.039, -0.052], [-0.246, 0.139, 0.046], [-1.718, -0.834, -0.215], [1.411, 1.336, 0.304], [-0.636, -0.830, 1.463], [-0.130, -0.103, 0.014], [-0.073, -0.167, -0.114], [-0.093, 0.105, 0.206], [-0.057, 0.289, 0.088], [-0.103, 0.241, 0.156], [0.047, -0.014, -0.078], [0.120, 0.041, -0.113], [-0.217, -0.054, 0.118], [-0.054, -0.283, 0.108], [0.068, 0.060, 0.061], [0.132, -0.050, 0.187], [-0.170, -0.148, -0.040], [0.027, 0.071, -0.055], [-0.029, 0.014, -0.049], [-0.017, -0.010, 0.101], [0.229, 0.116, 0.044], [-0.033, -0.109, -0.023], [0.386, -0.272, 0.219], [0.117, -0.059, -0.022], [0.089, -0.330, 0.107], [-0.142, -0.056, -0.130], [-0.025, -0.099, 0.256], [-0.053, -0.038, -0.018], [0.046, -0.042, 0.059], [0.034, 0.057, 0.181], [0.081, -0.025, -0.015], [-0.013, -0.070, -0.015], [-0.049, -0.021, 0.023], [0.084, -0.012, 0.096], [0.118, 0.053, 0.138], [0.082, -0.183, -0.466], [-0.107, 0.172, 0.090], [-0.035, 0.117, 0.230], [-0.081, -0.033, -0.034], [-0.024, -0.010, 0.032], [-0.005, -0.004, -0.024], [0.048, 0.150, 0.019], [0.043, -0.070, 0.009], [-0.025, -0.024, -0.006], [0.032, -0.014, 0.004], [-0.015, -0.021, -0.019], [0.008, 0.190, -0.035], [0.289, -0.409, -0.201], [-0.268, 0.052, 0.068], [-0.222, 0.176, 0.144], [-0.017, -0.077, 0.052], [-0.008, 0.011, 0.037], [0.002, -0.025, -0.007], [-0.084, 0.080, -0.097], [0.105, 0.029, 0.011], [0.006, -0.059, 0.058], [0.034, 0.006, -0.013], [0.049, 0.013, -0.008], [0.004, -0.164, -0.104], [-0.311, 0.392, 0.033], [0.189, -0.018, -0.009], [0.148, -0.253, -0.032], [0.015, 0.056, 0.078], [0.014, -0.025, 0.037], [-0.008, 0.022, 0.002], [0.080, -0.027, -0.120], [-0.088, -0.024, 0.027], [0.003, -0.034, 0.028], [-0.019, 0.013, -0.003], [-0.010, 0.028, 0.039], [-0.130, -0.056, -0.084], [0.118, 0.440, 0.195], [0.055, -0.155, -0.027], [-0.056, -0.211, -0.084], [0.056, -0.020, 0.067], [-0.006, -0.038, 0.008], [0.009, 0.018, 0.009], [0.027, -0.005, -0.139], [-0.083, 0.036, 0.059], [0.006, -0.037, -0.014], [-0.003, 0.025, 0.002], [0.003, 0.008, 0.005]]}